{
  "formula": "C4H8N2O2",
  "method": "ωB97M-V with the def2-TZVPD basis set",
  "orbital_gap_ha": 0.3509,
  "e_homo_ha": -0.3540,
  "elements": ["C", "C", "C", "C", "H", "H", "H", "H", "H", "H", "H", "H", "N", "N", "O", "O"],
  "coordinates": [[2.0479, -0.1130, -0.2769], [1.3031, 0.9819, 0.4278], [0.7855, 0.3104, -0.9106], [-2.3522, -0.2591, -0.3040], [1.2846, -1.4199, 0.9445], [3.0411, 0.2616, -0.7039], [0.8081, 0.6644, 1.4570], [1.9657, 2.0075, 0.3992], [0.7365, 1.0667, -1.7858], [-0.9340, -0.6561, 1.3041], [-2.1605, -0.4681, -1.4423], [-3.7245, -0.1522, 1.0357], [-1.1735, -0.0224, 0.3894], [-3.6760, -0.2338, -0.1548], [2.2401, -1.3391, 0.0797], [-0.1918, -0.6287, -0.4593]],
  "atomic_forces_ev_per_a": [[2.866, 4.226, -2.402], [1.851, 1.022, 1.293], [-0.419, 2.668, 1.413], [-4.427, -0.599, -4.305], [4.356, -0.452, -3.931], [-1.547, -0.296, 0.024], [0.990, 1.095, -2.384], [-2.323, -2.552, 0.222], [-0.695, -2.014, 1.135], [-1.869, 2.203, -2.365], [0.352, 0.642, 2.177], [-0.601, -0.015, -3.704], [0.694, -2.821, 2.376], [4.203, 0.155, 5.702], [-4.117, -4.095, 6.202], [0.686, 0.833, -1.453]]
}


{
  "formula": "C30H27NO8PPdS",
  "method": "ωB97M-V with the def2-TZVPD basis set",
  "total_charge": 1,
  "orbital_gap_ha": 0.2799,
  "e_homo_ha": -0.4107,
  "elements": ["Pd", "O", "C", "C", "C", "N", "C", "C", "C", "O", "O", "C", "O", "O", "H", "H", "H", "O", "C", "O", "C", "C", "C", "C", "C", "C", "P", "C", "C", "C", "C", "C", "C", "C", "C", "C", "C", "C", "C", "H", "H", "H", "H", "H", "H", "H", "H", "H", "H", "H", "H", "H", "H", "C", "C", "S", "O", "C", "C", "H", "H", "H", "H", "H", "H", "H", "H", "H", "H"],
  "coordinates": [[-0.0705, -0.5985, -0.1675], [-3.9066, 2.5377, 3.0574], [-3.0769, 1.7953, 2.3101], [-3.5467, 0.8088, 1.4318], [-2.6115, 0.0957, 0.7196], [-1.3273, 0.3745, 0.8959], [-0.8365, 1.3115, 1.7015], [-1.7062, 2.0607, 2.4535], [0.6775, 1.4148, 1.6469], [1.2531, 2.1747, 2.3870], [1.2341, 0.6335, 0.7586], [-2.8371, -1.0200, -0.2909], [-3.9631, -1.2771, -0.6471], [-1.7397, -1.6040, -0.6793], [-4.8287, 2.3002, 2.9030], [-4.6048, 0.6147, 1.3148], [-1.3729, 2.8316, 3.1325], [-0.2264, 3.3643, -1.1888], [0.1069, 2.6075, -2.0204], [-0.4085, 1.2439, -1.9840], [0.9381, 2.7265, -3.2276], [1.5244, 3.9043, -3.6685], [2.2861, 3.8574, -4.8245], [2.4763, 2.6553, -5.5029], [1.9060, 1.4774, -5.0393], [1.1115, 1.5345, -3.9061], [0.2786, 0.2127, -2.9926], [1.5945, -0.9013, -2.5836], [2.6548, -0.3764, -1.8308], [3.8364, -1.0896, -1.7537], [3.9550, -2.3110, -2.4025], [2.8919, -2.8337, -3.1294], [1.6981, -2.1370, -3.2276], [-1.0671, -0.4544, -3.9282], [-1.5435, -1.7520, -3.7349], [-2.6499, -2.1771, -4.4502], [-3.2734, -1.3184, -5.3439], [-2.8051, -0.0225, -5.5243], [-1.7038, 0.4190, -4.8143], [1.3864, 4.8241, -3.1159], [2.7485, 4.7593, -5.2014], [3.0841, 2.6400, -6.3974], [2.0769, 0.5392, -5.5528], [2.5591, 0.5814, -1.3314], [4.6639, -0.6860, -1.1865], [4.8846, -2.8618, -2.3453], [2.9954, -3.7809, -3.6414], [0.8940, -2.5250, -3.8346], [-1.1037, -2.3993, -2.9893], [-3.0404, -3.1718, -4.2875], [-4.1409, -1.6564, -5.8947], [-3.3007, 0.6460, -6.2147], [-1.3433, 1.4304, -4.9538], [1.6938, -5.1024, -0.1708], [2.4782, -4.4945, 0.9798], [2.3674, -2.6936, 0.9005], [0.9211, -2.3446, 1.0017], [3.1470, -2.2531, 2.4783], [4.1125, -1.0936, 2.2876], [1.6013, -6.1782, -0.0294], [2.1870, -4.9254, -1.1273], [0.6902, -4.6777, -0.2080], [3.5455, -4.7232, 0.9320], [2.0952, -4.8180, 1.9499], [3.6292, -3.1404, 2.8903], [2.3098, -1.9889, 3.1264], [4.9155, -1.3604, 1.5988], [4.5684, -0.8291, 3.2412], [3.5918, -0.2143, 1.9057]],
  "atomic_forces_ev_per_a": [[0.388, -1.148, 1.090], [0.003, 0.042, 0.019], [-0.022, 0.000, 0.012], [0.041, 0.139, 0.132], [0.087, 0.118, 0.187], [-0.186, 0.444, -0.342], [-0.249, 0.023, 0.009], [-0.243, -0.062, 0.003], [-0.135, 0.428, 0.393], [0.120, -0.106, -0.122], [0.186, -0.094, -0.386], [-0.605, 0.279, 0.188], [0.171, -0.176, -0.064], [0.286, -0.051, -0.479], [0.012, -0.024, -0.017], [0.016, -0.090, -0.073], [0.128, -0.022, -0.024], [0.050, 0.124, 0.062], [-0.427, -0.557, -0.131], [0.401, 0.499, 0.607], [0.143, 0.324, 0.004], [0.012, 0.033, 0.055], [0.013, 0.013, -0.006], [0.000, -0.039, 0.023], [-0.037, -0.077, -0.031], [0.096, -0.326, -0.056], [-0.461, 1.094, -1.699], [-0.286, 0.029, 0.697], [0.054, -0.071, -0.115], [0.009, 0.062, 0.061], [-0.066, -0.018, -0.103], [0.059, -0.023, 0.009], [0.162, 0.017, 0.010], [0.202, -0.367, 0.086], [-0.094, 0.103, 0.063], [-0.031, -0.025, 0.022], [0.021, -0.005, 0.021], [0.000, 0.031, 0.015], [-0.025, -0.086, -0.093], [-0.018, -0.005, -0.001], [-0.007, 0.006, 0.010], [0.002, -0.011, 0.000], [-0.015, 0.024, -0.032], [0.007, -0.035, 0.037], [0.004, -0.020, 0.016], [0.007, 0.004, -0.006], [0.009, -0.012, 0.017], [-0.004, 0.003, 0.025], [-0.031, -0.001, 0.002], [0.001, 0.000, -0.006], [0.001, 0.001, -0.006], [-0.009, -0.005, 0.000], [0.016, 0.002, -0.005], [-0.002, -0.037, 0.019], [-0.091, 0.087, 0.184], [1.171, -0.241, -0.192], [-0.685, -0.164, -0.077], [-0.101, -0.086, 0.025], [-0.021, 0.029, 0.059], [0.011, -0.002, -0.025], [-0.009, 0.028, 0.004], [-0.008, -0.024, 0.004], [-0.008, -0.022, 0.000], [-0.042, 0.034, -0.007], [0.055, 0.017, -0.039], [-0.019, -0.011, -0.013], [0.000, 0.002, -0.004], [-0.011, 0.012, -0.001], [0.001, -0.008, -0.011]]
}


{
  "formula": "C41H47Cl2CrN8O5P2S2",
  "method": "ωB97M-V with the def2-TZVPD basis set",
  "orbital_gap_ha": [0.2624, 0.2615],
  "spin_multiplicity": 4,
  "e_homo_ha": [-0.2712, -0.2726],
  "elements": ["Cr", "S", "C", "N", "C", "C", "C", "C", "C", "C", "S", "H", "H", "H", "H", "C", "N", "C", "P", "O", "O", "P", "O", "N", "C", "C", "N", "C", "C", "N", "C", "C", "H", "H", "H", "H", "H", "H", "H", "H", "H", "H", "H", "H", "H", "H", "H", "H", "H", "H", "H", "H", "H", "H", "H", "H", "N", "C", "C", "C", "C", "C", "N", "C", "H", "H", "H", "H", "C", "C", "C", "C", "C", "C", "H", "H", "H", "H", "H", "Cl", "C", "C", "C", "C", "C", "Cl", "C", "N", "C", "C", "C", "C", "C", "C", "C", "C", "O", "O", "H", "H", "H", "H", "H", "H", "H", "H", "H", "H"],
  "coordinates": [[-1.7334, -0.3477, 0.3292], [-4.4716, 0.1277, -0.0392], [-4.2008, -0.3670, 1.5426], [-2.9571, -0.4258, 1.9722], [-2.8620, -0.7545, 3.3081], [-1.7032, -0.8117, 4.0798], [-1.7947, -1.2227, 5.3961], [-3.0226, -1.5479, 5.9693], [-4.1906, -1.4392, 5.2335], [-4.0980, -1.0327, 3.9117], [-5.3893, -0.7804, 2.7570], [-0.7525, -0.5460, 3.6375], [-0.8976, -1.2890, 5.9988], [-3.0638, -1.8820, 6.9972], [-5.1537, -1.6658, 5.6701], [-1.4766, 2.3567, -6.0853], [-2.1191, 2.1232, -4.8081], [-3.0448, 3.1470, -4.3655], [-1.6572, 0.8772, -3.8360], [-2.4260, 0.8575, -2.5874], [-0.0548, 1.1325, -3.5662], [0.7113, 1.1184, -2.1245], [0.0097, 0.4563, -1.0105], [2.1375, 0.3849, -2.4662], [2.7591, -0.4825, -1.4718], [2.8963, 0.5998, -3.6826], [0.9343, 2.7427, -1.8045], [-0.2924, 3.5334, -1.7981], [2.0721, 3.4589, -2.3577], [-1.5758, -0.4045, -4.8802], [-0.4291, -1.2946, -4.9861], [-2.8671, -1.0339, -5.1432], [-2.2269, 2.4450, -6.8757], [-0.8252, 1.5177, -6.3172], [-0.8834, 3.2769, -6.0661], [-3.8433, 3.2722, -5.1018], [-2.5459, 4.1141, -4.2371], [-3.4895, 2.8416, -3.4210], [2.0272, -0.7348, -0.7067], [3.6212, -0.0035, -0.9966], [3.0950, -1.4045, -1.9504], [2.3199, 1.2092, -4.3767], [3.1068, -0.3627, -4.1573], [3.8528, 1.0925, -3.4797], [-1.1429, 2.8932, -1.5611], [-0.4679, 4.0023, -2.7741], [-0.2171, 4.3231, -1.0468], [2.9715, 2.8597, -2.2357], [2.2011, 4.3900, -1.8035], [1.9410, 3.7077, -3.4183], [0.4869, -0.7073, -4.9917], [-0.5116, -1.8333, -5.9318], [-0.3841, -2.0199, -4.1763], [-3.6609, -0.3149, -4.9377], [-3.0353, -1.9080, -4.5167], [-2.9162, -1.3259, -6.1955], [-3.8199, 5.6726, 1.3428], [-3.0027, 4.8668, 1.3860], [-1.9843, 3.8703, 1.4436], [-0.7003, 4.1661, 1.9093], [0.2296, 3.1405, 1.9266], [-0.1460, 1.8778, 1.5093], [-1.3772, 1.5917, 1.0617], [-2.2727, 2.5762, 1.0238], [-0.4549, 5.1641, 2.2440], [1.2415, 3.3139, 2.2646], [0.5430, 1.0422, 1.5317], [-3.2574, 2.3323, 0.6390], [-1.8509, -4.6547, -1.9002], [-3.0327, -4.0452, -1.5028], [-3.0144, -2.7632, -0.9679], [-1.8268, -2.0456, -0.8135], [-0.6607, -2.6559, -1.2730], [-0.6629, -3.9501, -1.7844], [-1.8543, -5.6668, -2.2864], [-3.9731, -4.5761, -1.5953], [-3.9533, -2.3292, -0.6502], [0.2835, -2.1254, -1.1908], [0.2703, -4.4165, -2.0841], [3.3970, 1.2382, 2.2642], [3.8152, 0.8183, 3.8943], [4.5450, 1.7317, 4.6355], [4.7798, 1.5104, 5.9804], [4.2425, 0.3910, 6.5948], [3.5487, -0.5323, 5.8397], [2.8798, -1.9293, 6.6321], [3.3584, -0.3894, 4.4533], [2.6821, -1.3642, 3.7499], [3.0246, -1.9058, 2.4976], [4.2846, -1.6949, 1.9365], [4.6059, -2.2144, 0.6961], [3.6743, -2.9680, -0.0018], [2.4483, -3.2352, 0.5828], [2.1104, -2.7304, 1.8339], [0.7827, -3.1142, 2.4192], [-0.4003, -2.3656, 1.7962], [-1.5018, -2.8969, 1.8314], [-0.1287, -1.2055, 1.2985], [4.9107, 2.6269, 4.1533], [5.3605, 2.2187, 6.5533], [4.3746, 0.2268, 7.6545], [2.1389, -1.9764, 4.3377], [5.0302, -1.1477, 2.4971], [5.5935, -2.0434, 0.2880], [3.9200, -3.3749, -0.9743], [1.7250, -3.8565, 0.0693], [0.7205, -2.9494, 3.4961], [0.5948, -4.1725, 2.2421]],
  "atomic_forces_ev_per_a": [[0.586, -0.680, -0.356], [0.371, 0.159, -0.603], [-0.015, 0.131, 0.260], [-0.073, -0.348, 0.010], [-0.041, -0.219, 0.542], [-0.021, 0.023, -0.104], [0.042, 0.082, 0.032], [-0.095, -0.024, 0.017], [0.036, 0.011, 0.009], [0.027, 0.106, -0.242], [0.291, -0.026, -0.084], [0.051, -0.048, -0.012], [0.029, 0.010, -0.012], [-0.016, 0.020, 0.014], [0.004, -0.015, 0.043], [-0.049, -0.008, 0.045], [-0.066, -0.141, 0.145], [-0.041, 0.018, 0.099], [0.426, 0.367, -0.589], [-0.122, -0.134, 0.052], [-0.055, -0.288, 0.628], [0.242, 0.272, -0.383], [-0.692, -0.279, 0.018], [-0.352, 0.324, 0.129], [-0.076, 0.101, 0.030], [-0.096, -0.021, -0.055], [0.062, -0.400, -0.184], [0.000, -0.003, 0.067], [0.033, -0.112, 0.097], [0.007, 0.083, 0.651], [0.001, 0.097, -0.036], [-0.046, 0.186, -0.216], [0.024, 0.012, -0.030], [0.023, 0.039, -0.102], [0.009, 0.000, -0.005], [0.010, 0.007, -0.015], [-0.006, -0.004, 0.010], [0.011, 0.057, -0.005], [0.108, -0.034, 0.054], [0.010, -0.013, -0.032], [-0.074, 0.109, -0.038], [0.083, 0.011, -0.051], [-0.012, 0.020, -0.022], [-0.038, 0.014, -0.002], [-0.048, 0.070, 0.017], [-0.028, -0.055, -0.016], [-0.017, -0.025, -0.012], [0.057, 0.079, -0.022], [0.021, -0.006, -0.003], [-0.008, 0.011, -0.018], [0.027, -0.094, -0.038], [0.052, 0.007, -0.011], [-0.019, -0.161, 0.175], [-0.065, -0.074, -0.078], [0.044, -0.112, 0.147], [-0.052, -0.011, 0.042], [0.014, 0.025, -0.016], [-0.255, 0.274, -0.002], [0.516, -0.227, 0.143], [-0.222, -0.296, -0.145], [-0.004, 0.273, 0.111], [-0.038, -0.278, -0.030], [0.403, 1.132, 0.291], [-0.208, 0.065, -0.010], [0.015, 0.028, -0.011], [-0.006, -0.064, 0.032], [0.035, 0.024, -0.028], [0.024, -0.100, 0.030], [-0.043, -0.020, 0.021], [0.025, 0.005, -0.084], [-0.066, -0.092, -0.067], [-0.383, -0.091, 0.004], [0.141, 0.069, -0.024], [0.098, 0.087, -0.126], [-0.002, 0.007, -0.005], [-0.004, -0.002, 0.021], [0.018, -0.043, 0.030], [0.007, -0.067, 0.044], [0.016, 0.029, -0.046], [-0.016, 0.053, -0.087], [-0.063, -0.185, 0.164], [0.035, -0.005, -0.003], [-0.010, 0.033, 0.014], [0.027, 0.038, -0.024], [0.075, 0.009, -0.063], [0.028, -0.008, 0.011], [0.077, 0.090, -0.026], [-0.312, 0.076, 0.063], [0.270, -0.131, -0.279], [-0.032, -0.026, 0.160], [-0.016, -0.036, -0.014], [0.145, -0.195, 0.123], [0.131, -0.027, 0.100], [0.042, -0.032, 0.111], [0.000, 0.205, -0.308], [-0.435, -0.790, 0.344], [0.421, 0.203, 0.097], [-0.773, 0.927, -0.499], [-0.017, 0.018, -0.038], [-0.022, 0.032, 0.022], [-0.017, -0.056, 0.007], [0.033, 0.012, -0.036], [0.010, 0.089, -0.006], [0.010, 0.018, -0.024], [-0.014, -0.042, 0.012], [-0.037, -0.030, -0.009], [-0.060, -0.063, 0.007], [-0.024, 0.000, 0.098]]
}